Entry 1:
{"formula": "C17H25F5NO2P2SV", "method": "ωB97M-V with the def2-TZVPD basis set", "symbols": ["C", "C", "N", "C", "C", "C", "C", "P", "V", "P", "C", "O", "O", "H", "H", "H", "C", "C", "H", "H", "H", "H", "C", "C", "H", "H", "H", "H", "H", "H", "H", "H", "H", "H", "H", "H", "H", "H", "H", "H", "H", "H", "F", "C", "C", "F", "C", "F", "C", "S", "C", "F", "C", "F"], "positions_angstrom": [[0.7934, -2.2321, -4.2436], [0.7692, -1.4371, -3.0996], [-0.3926, -0.9329, -2.6469], [-1.5735, -1.3729, -3.1309], [-1.6065, -2.1593, -4.2807], [-0.4087, -2.5824, -4.8543], [2.0063, -1.1113, -2.2911], [1.6088, -0.6512, -0.5452], [-0.3807, 0.4569, -1.1205], [-2.4152, -0.3752, -0.6505], [-2.8128, -0.9988, -2.3575], [3.3535, 3.9294, -0.2661], [-0.6661, 2.9809, -0.7599], [1.7613, -2.5656, -4.6128], [-2.5799, -2.4305, -4.6844], [-0.4139, -3.1899, -5.7559], [2.1053, -2.0869, 0.4176], [2.6333, 0.7160, 0.0273], [-3.3901, -0.2138, -2.8737], [-3.4710, -1.8715, -2.2392], [2.5385, -0.3624, -2.7014], [2.6535, -1.9983, -2.2318], [-2.8859, -1.7659, 0.4024], [-3.6994, 0.8681, -0.3550], [-0.2872, 3.1349, 3.1008], [0.2273, 3.3616, -0.6361], [4.1301, 4.0278, 0.1968], [3.5190, 4.3353, -1.1330], [-0.0462, -0.7596, -0.1245], [-0.7754, 3.0455, -1.8745], [3.1148, -1.9266, 0.8175], [1.4099, -2.2215, 1.2543], [2.0867, -2.9816, -0.2157], [3.6357, 0.3240, 0.2450], [2.7178, 1.5321, -0.7020], [2.2122, 1.1410, 0.9492], [-4.5315, 0.4123, 0.1940], [-3.2623, 1.6819, 0.2379], [-4.0496, 1.2664, -1.3148], [-3.8908, -1.5955, 0.8082], [-2.8615, -2.6991, -0.1732], [-2.1696, -1.8286, 1.2308], [3.2880, -1.4674, 5.4682], [2.4517, -0.6687, 4.7785], [2.7357, 0.6925, 4.6464], [3.8532, 1.2047, 5.2044], [1.8772, 1.5091, 3.9203], [2.2019, 2.8146, 3.7407], [0.7108, 0.9988, 3.3304], [-0.3638, 1.9937, 2.3525], [0.4646, -0.3742, 3.4616], [-0.5885, -0.9309, 2.7894], [1.3134, -1.2077, 4.1758], [1.0679, -2.5366, 4.2459]], "lowdin_spin": [-0.006, 0.036, 0.010, 0.037, -0.007, 0.039, 0.005, 0.000, 0.860, 0.001, 0.002, 0.000, 0.005, -0.001, -0.001, 0.002, -0.001, 0.000, 0.001, 0.000, 0.001, 0.000, 0.000, -0.001, 0.001, 0.000, 0.000, 0.000, 0.003, 0.006, 0.000, 0.000, 0.000, -0.001, 0.000, 0.001, 0.000, 0.000, 0.000, 0.000, 0.000, 0.000, 0.000, 0.000, 0.000, 0.000, 0.000, 0.000, 0.001, 0.007, 0.000, 0.000, 0.000, 0.000], "homo_energy_ev": [-8.74, -8.30], "e_lumo_ev": [-2.984, -3.249], "multiplicity": 2, "charge": 1}

=====

Entry 2:
{"formula": "C17H25FeN", "method": "ωB97M-V with the def2-TZVPD basis set", "symbols": ["C", "C", "C", "H", "C", "H", "H", "H", "C", "H", "H", "C", "H", "H", "C", "H", "H", "C", "H", "H", "Fe", "H", "C", "N", "C", "C", "C", "C", "C", "C", "C", "C", "H", "H", "H", "H", "H", "H", "H", "H", "H", "H", "H", "H"], "positions_angstrom": [[1.5980, 1.5559, -0.8766], [2.1348, -1.5580, -0.8940], [2.3129, 1.5800, 0.2886], [1.0349, 2.4899, -1.1219], [2.0281, -1.3896, 0.4285], [1.7946, -2.4856, -1.3776], [1.9721, 2.2035, 1.1273], [1.2517, -1.9179, 1.0387], [3.4855, 0.7430, 0.6167], [4.1536, 1.2746, 1.3240], [4.1649, 0.5678, -0.2275], [1.8757, 0.7290, -2.0918], [2.4167, 1.3228, -2.8609], [0.9232, 0.4356, -2.5780], [2.7079, -0.5599, -1.8520], [3.7354, -0.3531, -1.5398], [2.8779, -1.0801, -2.8056], [2.9955, -0.5873, 1.2354], [3.8660, -1.1981, 1.5236], [2.4905, -0.3060, 2.1706], [-1.6306, 1.7406, -1.0843], [-0.2601, 1.1141, -0.7712], [-1.0676, 1.4802, 2.8291], [-1.3935, 0.5407, 1.8091], [-1.1989, -0.8456, 2.1242], [-2.5536, 0.9142, 1.0167], [-2.6979, 0.0569, -0.2055], [-3.9147, -0.6097, -0.5231], [-3.9358, -1.4520, -1.6432], [-2.7752, -1.6745, -2.4261], [-1.5578, -1.0208, -2.1262], [-1.5939, -0.0969, -1.0852], [-0.0170, 1.3692, 3.1169], [-1.7071, 1.3892, 3.7249], [-1.1880, 2.4862, 2.4061], [-1.4237, -1.4912, 1.2591], [-0.1261, -1.0028, 2.3508], [-1.7902, -1.1811, 2.9997], [-3.4727, 0.8549, 1.6370], [-2.4293, 2.0053, 0.7652], [-4.7813, -0.5307, 0.1521], [-4.8730, -1.9432, -1.9338], [-2.8274, -2.3543, -3.2796], [-0.6043, -1.2152, -2.6401]], "lowdin_spin": [0.034, 0.001, -0.018, 0.041, 0.000, 0.000, 0.000, 0.000, -0.003, 0.000, 0.000, 0.009, 0.001, 0.007, 0.001, 0.000, 0.000, -0.002, 0.000, 0.000, 3.565, 0.013, 0.004, 0.009, 0.003, 0.071, 0.043, 0.010, 0.008, 0.011, 0.032, 0.077, 0.000, 0.000, 0.004, 0.001, 0.000, 0.000, 0.005, 0.069, 0.001, 0.001, 0.001, 0.002], "homo_energy_ev": [-5.36, -7.98], "e_lumo_ev": [0.539, 0.380], "multiplicity": 5, "charge": 0}

=====

Entry 3:
{"formula": "C17H25N2O6S2Tc", "method": "ωB97M-V with the def2-TZVPD basis set", "symbols": ["Tc", "C", "C", "C", "C", "C", "C", "C", "S", "O", "O", "N", "C", "C", "O", "O", "H", "H", "H", "H", "H", "H", "H", "H", "H", "N", "C", "O", "C", "C", "H", "H", "H", "H", "H", "H", "C", "C", "O", "C", "C", "H", "H", "H", "H", "H", "H", "H", "H", "H", "H", "S", "C"], "positions_angstrom": [[-0.0525, -0.4273, 0.3263], [0.3379, 4.2862, 7.8586], [0.6765, 4.0358, 6.4161], [0.0320, 4.7329, 5.3980], [0.3384, 4.4943, 4.0687], [1.2933, 3.5412, 3.7559], [1.9530, 2.8357, 4.7505], [1.6423, 3.0909, 6.0737], [1.6886, 3.2513, 2.0617], [1.5490, 4.4878, 1.3514], [2.9080, 2.5060, 1.9978], [0.4531, 2.2803, 1.4534], [-0.3770, 2.8480, 0.3782], [-1.6471, 2.0446, 0.0417], [-2.6656, 2.6603, -0.1689], [-1.5615, 0.7428, -0.0939], [-0.3160, 5.1500, 7.9680], [1.2397, 4.4635, 8.4458], [-0.1699, 3.4224, 8.2914], [-0.7131, 5.4775, 5.6490], [-0.1498, 5.0532, 3.2809], [2.6945, 2.0988, 4.4772], [2.1568, 2.5462, 6.8562], [0.2079, 2.9931, -0.5336], [-0.7287, 3.8227, 0.6981], [-0.5008, -2.9130, -3.1598], [-0.3010, -1.9557, -2.2353], [-0.7728, -2.0778, -1.1012], [0.5018, -0.7485, -2.6419], [0.8634, 0.1594, -1.4545], [-1.1237, -3.6727, -2.9427], [-0.1987, -2.7841, -4.1083], [-0.1242, -0.2112, -3.3618], [1.3769, -1.0854, -3.2061], [0.5366, 1.1719, -1.6897], [1.9408, 0.2159, -1.3127], [1.5698, -3.6471, 2.5682], [0.7703, -3.1584, 1.3766], [1.4153, -2.0530, 0.7110], [2.5840, -2.4279, -0.0355], [3.6546, -1.3529, 0.0658], [0.9180, -4.2201, 3.2285], [1.9501, -2.7911, 3.1233], [2.4006, -4.2937, 2.2861], [-0.1958, -2.7769, 1.7079], [0.5807, -3.9429, 0.6391], [2.2854, -2.6436, -1.0668], [2.9586, -3.3547, 0.3980], [3.6401, -0.6569, -0.7682], [4.6425, -1.8128, 0.0954], [3.5144, -0.7856, 0.9864], [0.8695, 0.0580, 2.9552], [0.5232, 0.9162, 1.5690]], "lowdin_spin": [1.825, 0.000, 0.000, 0.000, 0.000, 0.001, 0.002, 0.001, -0.002, -0.001, 0.000, -0.012, 0.001, 0.013, 0.020, 0.063, 0.000, 0.000, 0.000, 0.000, 0.000, 0.000, 0.000, 0.000, 0.000, 0.002, 0.002, 0.014, 0.000, -0.012, 0.000, 0.000, 0.000, -0.001, 0.005, 0.005, 0.002, 0.009, 0.024, 0.003, 0.001, 0.000, 0.000, 0.000, 0.003, 0.000, 0.000, 0.000, 0.000, 0.000, 0.000, 0.056, -0.026], "homo_energy_ev": [-7.48, -7.26], "e_lumo_ev": [0.334, 0.219], "multiplicity": 3, "charge": 0}

=====

Entry 4:
{"formula": "C17H25N2OS2", "method": "ωB97M-V with the def2-TZVPD basis set", "symbols": ["C", "N", "C", "C", "C", "N", "C", "C", "C", "C", "C", "C", "C", "C", "C", "O", "H", "H", "H", "H", "H", "H", "H", "H", "H", "H", "H", "H", "H", "H", "H", "H", "H", "H", "C", "C", "S", "C", "S", "C", "H", "H", "H", "H", "H", "H", "H"], "positions_angstrom": [[-1.1757, 1.1367, 3.6858], [-0.5494, 0.6421, 2.4900], [-0.0544, 1.4931, 1.4227], [-1.2130, 2.3881, 0.9751], [1.1595, 2.3374, 1.8611], [0.3535, 0.4822, 0.4657], [0.6908, -0.7529, 1.0961], [2.1868, -1.0724, 1.3241], [3.0881, -0.9953, 0.1275], [2.7652, -1.7060, -1.0322], [3.5938, -1.6031, -2.1517], [4.7364, -0.8020, -2.1073], [5.0791, -0.1315, -0.9322], [4.2765, -0.2578, 0.2003], [0.0425, -0.5887, 2.4711], [0.1184, -1.3758, 3.4065], [-1.5561, 0.2772, 4.2444], [-0.4565, 1.6998, 4.2999], [-2.0061, 1.7850, 3.3980], [-2.1061, 1.7642, 0.7943], [-1.4160, 3.1019, 1.7888], [-0.9415, 2.9523, 0.0762], [1.9712, 1.7064, 2.2582], [1.5459, 2.8936, 0.9951], [0.8650, 3.0558, 2.6397], [0.7885, 0.7263, -0.4162], [0.2005, -1.5678, 0.5435], [2.5925, -0.4190, 2.1174], [2.1923, -2.1012, 1.7289], [1.8715, -2.3344, -1.0415], [3.3417, -2.1571, -3.0514], [5.3714, -0.7164, -2.9843], [5.9786, 0.4798, -0.8906], [4.5454, 0.2292, 1.1418], [-4.6066, -1.2986, -2.8511], [-3.2693, -1.2286, -3.5820], [-1.7309, -1.4280, -2.6022], [-1.9785, -0.2569, -1.4135], [-3.2735, -0.5249, -0.3709], [-4.6949, -0.5321, -1.5329], [-5.3682, -0.8743, -3.5237], [-4.9096, -2.3445, -2.7104], [-3.1887, -2.0253, -4.3374], [-3.1534, -0.2595, -4.0827], [-1.3154, 0.5950, -1.3066], [-4.8792, 0.5328, -1.7240], [-5.5120, -0.9249, -0.9071]], "mulliken_charge": [-1.035, 0.282, 0.761, -1.892, -1.405, -0.001, 0.060, -1.212, 0.506, -0.250, -0.602, -0.468, -0.541, -0.499, 0.198, -0.675, 0.360, 0.351, 0.332, 0.357, 0.514, 0.363, 0.271, 0.368, 0.401, 0.443, 0.348, 0.444, 0.356, 0.403, 0.379, 0.382, 0.383, 0.350, -0.520, -0.609, 0.041, -0.012, 0.112, -0.619, 0.297, 0.291, 0.394, 0.369, 0.476, 0.359, 0.390], "homo_energy_ev": -11.26, "e_lumo_ev": -6.652, "charge": 1}

=====

Entry 5:
{"formula": "C17H25N3O2", "method": "ωB97M-V with the def2-TZVPD basis set", "symbols": ["C", "C", "C", "C", "C", "O", "N", "C", "C", "C", "C", "C", "N", "C", "C", "O", "C", "C", "C", "C", "C", "N", "H", "H", "H", "H", "H", "H", "H", "H", "H", "H", "H", "H", "H", "H", "H", "H", "H", "H", "H", "H", "H", "H", "H", "H", "H"], "positions_angstrom": [[-1.7230, -2.6478, 1.5355], [-0.3875, -1.9286, 1.3626], [0.0649, -1.7232, -0.0946], [-0.0941, -3.0025, -0.9201], [-0.7035, -0.6444, -0.9101], [-0.3744, -0.4383, -2.0598], [-1.7998, -0.1030, -0.3412], [-2.5050, 0.9896, -0.9842], [-2.0469, 2.3510, -0.4325], [-3.0790, 2.6927, 0.6378], [-4.3865, 2.2197, 0.0079], [-4.0145, 0.9014, -0.6794], [1.4706, -1.2761, -0.0723], [2.5156, -2.2607, -0.1996], [1.6763, 0.0301, 0.1719], [0.7488, 0.7730, 0.4860], [3.0467, 0.6219, 0.0530], [3.2790, 1.8257, 0.7183], [4.5036, 2.4495, 0.5637], [5.4508, 1.8610, -0.2598], [5.1210, 0.6666, -0.8831], [3.9596, 0.0593, -0.7309], [-2.4996, -2.2060, 0.9174], [-2.0359, -2.5926, 2.5763], [-1.6338, -3.6978, 1.2699], [0.3875, -2.5172, 1.8633], [-0.4088, -0.9556, 1.8586], [0.3517, -3.8648, -0.4321], [0.3554, -2.8589, -1.8985], [-1.1535, -3.1957, -1.0681], [-1.8473, -0.0932, 0.6649], [-2.2866, 0.8969, -2.0498], [-1.0301, 2.2848, -0.0499], [-2.0730, 3.0979, -1.2259], [-3.0927, 3.7535, 0.8831], [-2.8772, 2.1327, 1.5528], [-5.1856, 2.0931, 0.7375], [-4.7154, 2.9478, -0.7348], [-4.5987, 0.7387, -1.5833], [-4.1970, 0.0593, -0.0103], [3.4540, -1.8495, 0.1582], [2.6511, -2.5589, -1.2398], [2.2651, -3.1385, 0.3981], [2.4962, 2.2461, 1.3297], [4.7139, 3.3806, 1.0701], [6.4165, 2.3157, -0.4173], [5.8206, 0.1645, -1.5392]], "mulliken_charge": [-1.427, -0.982, 1.787, -2.211, -0.566, -0.724, -0.055, -0.270, -0.724, -0.591, -0.611, -0.797, 0.318, -1.059, 0.732, -0.650, 0.300, -0.557, -0.430, -0.503, -0.310, -0.454, 0.299, 0.397, 0.373, 0.528, 0.466, 0.431, 0.517, 0.518, 0.375, 0.702, 0.212, 0.328, 0.413, 0.253, 0.383, 0.277, 0.339, 0.210, 0.503, 0.245, 0.345, 0.454, 0.422, 0.387, 0.409], "homo_energy_ev": -9.00, "e_lumo_ev": 0.546, "charge": 0}

=====

Repeat the second record exactly.
{"formula": "C17H25FeN", "method": "ωB97M-V with the def2-TZVPD basis set", "symbols": ["C", "C", "C", "H", "C", "H", "H", "H", "C", "H", "H", "C", "H", "H", "C", "H", "H", "C", "H", "H", "Fe", "H", "C", "N", "C", "C", "C", "C", "C", "C", "C", "C", "H", "H", "H", "H", "H", "H", "H", "H", "H", "H", "H", "H"], "positions_angstrom": [[1.5980, 1.5559, -0.8766], [2.1348, -1.5580, -0.8940], [2.3129, 1.5800, 0.2886], [1.0349, 2.4899, -1.1219], [2.0281, -1.3896, 0.4285], [1.7946, -2.4856, -1.3776], [1.9721, 2.2035, 1.1273], [1.2517, -1.9179, 1.0387], [3.4855, 0.7430, 0.6167], [4.1536, 1.2746, 1.3240], [4.1649, 0.5678, -0.2275], [1.8757, 0.7290, -2.0918], [2.4167, 1.3228, -2.8609], [0.9232, 0.4356, -2.5780], [2.7079, -0.5599, -1.8520], [3.7354, -0.3531, -1.5398], [2.8779, -1.0801, -2.8056], [2.9955, -0.5873, 1.2354], [3.8660, -1.1981, 1.5236], [2.4905, -0.3060, 2.1706], [-1.6306, 1.7406, -1.0843], [-0.2601, 1.1141, -0.7712], [-1.0676, 1.4802, 2.8291], [-1.3935, 0.5407, 1.8091], [-1.1989, -0.8456, 2.1242], [-2.5536, 0.9142, 1.0167], [-2.6979, 0.0569, -0.2055], [-3.9147, -0.6097, -0.5231], [-3.9358, -1.4520, -1.6432], [-2.7752, -1.6745, -2.4261], [-1.5578, -1.0208, -2.1262], [-1.5939, -0.0969, -1.0852], [-0.0170, 1.3692, 3.1169], [-1.7071, 1.3892, 3.7249], [-1.1880, 2.4862, 2.4061], [-1.4237, -1.4912, 1.2591], [-0.1261, -1.0028, 2.3508], [-1.7902, -1.1811, 2.9997], [-3.4727, 0.8549, 1.6370], [-2.4293, 2.0053, 0.7652], [-4.7813, -0.5307, 0.1521], [-4.8730, -1.9432, -1.9338], [-2.8274, -2.3543, -3.2796], [-0.6043, -1.2152, -2.6401]], "lowdin_spin": [0.034, 0.001, -0.018, 0.041, 0.000, 0.000, 0.000, 0.000, -0.003, 0.000, 0.000, 0.009, 0.001, 0.007, 0.001, 0.000, 0.000, -0.002, 0.000, 0.000, 3.565, 0.013, 0.004, 0.009, 0.003, 0.071, 0.043, 0.010, 0.008, 0.011, 0.032, 0.077, 0.000, 0.000, 0.004, 0.001, 0.000, 0.000, 0.005, 0.069, 0.001, 0.001, 0.001, 0.002], "homo_energy_ev": [-5.36, -7.98], "e_lumo_ev": [0.539, 0.380], "multiplicity": 5, "charge": 0}